C2H4N2O2 | ωB97M-V/def2-TZVPD

```
! RIJCOSX wB97M-V def2-TZVPD def2/J DEFGRID3
* xyz 0 1
O 2.033 0.357 0.472
O 0.407 -1.078 -0.304
N -0.650 1.119 -0.417
N -1.653 -0.925 0.399
C 1.633 -0.621 -0.113
C -0.707 -0.266 0.022
H -2.439 -0.262 0.304
H -1.192 1.721 0.359
H 0.304 1.457 -0.079
H 2.263 -1.503 -0.644
*
```

Computed properties:
relative energy (zero: lowest compared OMol25 entry of this formula, charge and spin) = 2.266 eV
SMILES string = [H]/N=C(\N)OC=O
gap between HOMO and LUMO = 11.323 eV

***

C2H4N2O2 | ωB97M-V/def2-TZVPD

```
! RIJCOSX wB97M-V def2-TZVPD def2/J DEFGRID3
* xyz 0 1
O -3.327 -1.294 -0.063
O -2.790 0.923 0.002
N 0.183 0.083 -0.873
N -0.260 -0.965 -0.199
C 0.512 1.158 -0.264
C -3.085 -0.185 0.027
H -0.117 -0.835 0.819
H 0.427 1.221 0.801
H -0.562 -1.758 -0.672
H 0.817 2.083 -0.653
*
```

Computed properties:
relative energy (zero: lowest compared OMol25 entry of this formula, charge and spin) = 2.248 eV
SMILES string = O=C=O.C=NN
gap between HOMO and LUMO = 9.499 eV

***

C2H4N2O2 | ωB97M-V/def2-TZVPD

```
! RIJCOSX wB97M-V def2-TZVPD def2/J DEFGRID3
* xyz 0 1
O -1.955 -1.159 0.120
O -2.001 1.031 -0.079
N -1.468 -0.038 0.101
N 0.808 1.380 -0.248
C 0.745 -1.117 0.406
C 0.012 -0.054 0.240
H 1.752 -1.141 0.285
H 1.376 0.982 -0.986
H 0.327 2.276 -0.392
H 0.406 -2.160 0.554
*
```

Computed properties:
relative energy (zero: lowest compared OMol25 entry of this formula, charge and spin) = 6.331 eV
SMILES string = C=C(N)[N+](=O)[O-]
gap between HOMO and LUMO = 9.247 eV

***

C2H4N2O2S | ωB97M-V/def2-TZVPD

```
! RIJCOSX wB97M-V def2-TZVPD def2/J DEFGRID3
* xyz 0 1
S -3.126 -0.711 -0.481
O 2.277 1.606 0.884
O 0.682 -0.805 -0.967
N 0.992 0.874 0.786
N -1.440 -0.258 -0.168
C 1.416 0.256 -0.313
C -0.642 -1.069 -0.665
H 2.453 0.217 -0.482
H 2.225 2.114 1.807
H -3.734 -0.148 0.740
H -1.103 -2.077 -1.143
*
```

Computed properties:
relative energy (zero: lowest compared OMol25 entry of this formula, charge and spin) = 5.081 eV
SMILES string = O/N=C/O/C=N/S
gap between HOMO and LUMO = 9.750 eV

***

C2H4N2O2S | ωB97M-V/def2-TZVPD

```
! RIJCOSX wB97M-V def2-TZVPD def2/J DEFGRID3
* xyz 0 1
S 0.174 -0.620 0.689
O -0.839 -0.120 1.480
O 0.730 -1.958 0.848
N -0.396 1.042 -1.365
N 1.413 0.486 0.775
C -0.380 -0.345 -0.913
C -1.436 0.593 -0.990
H -0.473 -1.209 -1.707
H 2.399 0.188 0.377
H 1.246 1.100 1.594
H -2.438 0.841 -0.788
*
```

Computed properties:
relative energy (zero: lowest compared OMol25 entry of this formula, charge and spin) = 3.802 eV
SMILES string = NS(=O)(=O)[C@H]1C=N1
gap between HOMO and LUMO = 11.277 eV

***

C2H4N2O2S | ωB97M-V/def2-TZVPD

```
! RIJCOSX wB97M-V def2-TZVPD def2/J DEFGRID3
* xyz 0 1
S -0.046 -0.713 1.533
O 0.172 1.975 1.743
O -0.174 2.469 -0.931
N 0.156 -1.202 -0.073
N -0.866 1.229 -0.296
C -0.209 1.106 0.977
C 0.533 -2.392 -0.417
H -0.439 0.448 -0.932
H 0.607 -3.453 0.154
H 0.671 -2.667 -1.515
H -0.407 3.200 -0.243
*
```

Computed properties:
relative energy (zero: lowest compared OMol25 entry of this formula, charge and spin) = 3.867 eV
SMILES string = C=NSC(=O)NO
gap between HOMO and LUMO = 9.964 eV

***

C2H4N2O2S2 | ωB97M-V/def2-TZVPD

```
! RIJCOSX wB97M-V def2-TZVPD def2/J DEFGRID3
* xyz 0 1
S 2.034 0.749 1.510
S -1.925 1.508 -1.403
O -0.290 -2.374 -1.016
O 0.832 -1.613 1.458
N -0.358 -0.957 -1.247
N -0.844 1.086 -0.130
C -0.184 -0.106 -0.155
C 0.877 -0.537 0.895
H -3.185 2.369 -0.303
H -1.238 -0.868 -1.924
H 2.904 -0.266 2.178
H -0.293 -2.488 0.016
*
```

Computed properties:
relative energy (zero: lowest compared OMol25 entry of this formula, charge and spin) = 4.723 eV
gap between HOMO and LUMO = 7.912 eV

***

C2H4N2O2S2 | ωB97M-V/def2-TZVPD

```
! RIJCOSX wB97M-V def2-TZVPD def2/J DEFGRID3
* xyz 0 1
S 2.084 0.215 -1.533
S -1.352 -0.406 -2.076
O 1.855 -1.267 0.532
O -1.404 0.634 1.894
N -1.074 0.317 -0.546
N -0.074 0.240 1.565
C 1.295 -0.352 -0.213
C -0.025 0.106 0.308
H 2.706 -1.459 0.077
H -1.292 0.849 2.832
H -1.936 0.553 -0.032
H -0.782 0.570 -2.809
*
```

Computed properties:
relative energy (zero: lowest compared OMol25 entry of this formula, charge and spin) = 1.608 eV
SMILES string = O/N=C(\NS)C(O)=S
gap between HOMO and LUMO = 8.920 eV

***

C2H4N2O3 | ωB97M-V/def2-TZVPD

```
! RIJCOSX wB97M-V def2-TZVPD def2/J DEFGRID3
* xyz 0 1
O -1.661 -1.077 -0.181
O -0.031 1.583 -0.899
O 1.669 -1.264 -0.119
N -1.209 -0.724 1.102
N 1.116 0.827 -0.794
C 0.958 -0.306 0.049
C -0.029 -0.296 1.187
H 0.275 -0.259 2.195
H 0.180 2.503 -0.715
H 1.295 0.325 -1.763
H -2.562 -1.311 -0.063
*
```

Computed properties:
relative energy (zero: lowest compared OMol25 entry of this formula, charge and spin) = 4.906 eV
SMILES string = O=C(/C=N\O)NO
gap between HOMO and LUMO = 10.684 eV

***

C2H4N2OS | ωB97M-V/def2-TZVPD

```
! RIJCOSX wB97M-V def2-TZVPD def2/J DEFGRID3
* xyz 0 1
S -3.028 0.400 -0.129
O -0.675 -0.545 -0.661
N 0.567 -0.826 -0.063
N 1.102 1.482 -0.204
C 1.376 0.275 0.055
C -1.601 -0.197 0.293
H 0.996 -1.658 -0.443
H 2.267 0.005 0.598
H -1.203 -0.414 1.259
H 0.200 1.478 -0.705
*
```

Computed properties:
relative energy (zero: lowest compared OMol25 entry of this formula, charge and spin) = 3.593 eV
SMILES string = [H]/N=C\NOC=S
gap between HOMO and LUMO = 9.401 eV

***

C2H4N2OS | ωB97M-V/def2-TZVPD

```
! RIJCOSX wB97M-V def2-TZVPD def2/J DEFGRID3
* xyz 0 1
S 1.258 -1.326 -0.246
O -2.286 -0.089 0.263
N -1.081 -0.272 -0.559
N 1.580 -0.033 0.649
C -0.521 -1.225 0.095
C 1.585 1.077 -0.101
H -2.708 0.666 -0.677
H 1.548 2.081 0.288
H -0.810 -1.941 1.492
H 1.436 1.061 -1.204
*
```

Computed properties:
relative energy (zero: lowest compared OMol25 entry of this formula, charge and spin) = 8.842 eV
gap between HOMO and LUMO = 8.217 eV

***

C2H4N2OS | ωB97M-V/def2-TZVPD

```
! RIJCOSX wB97M-V def2-TZVPD def2/J DEFGRID3
* xyz 0 1
S -1.004 1.027 -0.168
O -1.041 -1.378 -1.411
N 0.407 0.401 2.126
N 1.416 -0.342 0.139
C 0.337 0.218 0.877
C -1.317 -0.011 -1.548
H 1.212 -0.799 -0.799
H -2.071 0.516 -2.181
H -0.245 1.113 2.527
H 2.306 -0.745 0.439
*
```

Computed properties:
relative energy (zero: lowest compared OMol25 entry of this formula, charge and spin) = 3.155 eV
SMILES string = [H]/N=C(/N)SC=O
gap between HOMO and LUMO = 9.086 eV